No. 1
The following is a DFT calculation (wB97M-V/def2-TZVPD) of a structure of composition C23H39BrIN10O3SiV in a non-equilibrium geometry.

Values from the calculation:
**Kohn-Sham gap (spin up / spin down)**: 6.49 / 7.76 eV

Geometry as ORCA input:
```
! wB97M-V def2-TZVPD RIJCOSX def2/J DEFGRID3
* xyz -1 4
V 1.41952 -0.34840 2.91686
C 1.24389 2.58945 1.45364
C 0.15854 2.05963 2.37920
C -0.92737 3.09751 2.64236
O -0.39355 0.88381 1.78317
C 0.77576 1.59827 3.72818
O 1.77380 2.19077 4.16636
O 0.17679 0.60517 4.26437
H 0.81009 2.96159 0.52356
H 1.95398 1.79453 1.20919
H 1.77546 3.39553 1.95361
H -1.48664 3.28984 1.72515
H -0.47860 4.02957 2.98874
H -1.61598 2.73156 3.40633
H -0.92764 0.43528 2.46757
N 1.79791 -3.41123 1.55508
C 2.77580 -2.46476 1.33130
N 3.94747 -2.68225 0.75846
N 4.55681 -1.48499 0.76066
N 3.79935 -0.59772 1.30883
N 2.63765 -1.18257 1.69184
C 0.52710 -2.99791 1.88909
N -0.58811 -3.67519 1.68237
N -1.56375 -2.88307 2.16325
N -1.06705 -1.79090 2.62904
N 0.27708 -1.82446 2.48990
H 1.88760 -4.28751 1.07216
I 1.06692 -2.80717 5.60271
C 2.37608 -1.16520 5.55714
C 2.95100 -0.73051 6.73112
C 3.92141 0.26083 6.66274
C 4.31317 0.71565 5.41394
C 3.66759 0.24071 4.29382
N 2.65792 -0.65564 4.35176
H 2.64916 -1.15990 7.67443
H 4.37235 0.65553 7.56323
H 5.10522 1.44182 5.30238
H 3.95201 0.56455 3.30011
C -0.12679 2.69458 -2.82940
C -1.42224 1.87655 -2.71476
C -2.15903 2.38475 -1.46715
C -2.29396 2.15998 -3.94708
Si -1.05526 -0.01820 -2.54483
Br 0.68722 -0.17166 -1.09882
C -0.36919 -0.81620 -4.18076
C -1.50664 -1.14744 -5.15757
C 0.61221 0.14242 -4.86907
C 0.41038 -2.10918 -3.89477
C -2.49286 -1.01124 -1.73308
C -2.11493 -2.50164 -1.68362
C -3.80933 -0.86343 -2.51151
C -2.73696 -0.57169 -0.27947
H -0.37285 3.76206 -2.83564
H 0.42565 2.47466 -3.74145
H 0.53477 2.50742 -1.98342
H -2.20651 3.47891 -1.49328
H -1.64343 2.08733 -0.55067
H -3.18475 2.01562 -1.42706
H -2.54675 3.22512 -3.98433
H -3.23045 1.59754 -3.91883
H -1.77459 1.91035 -4.87407
H -2.14045 -0.28060 -5.36063
H -2.13610 -1.95005 -4.76916
H -1.09046 -1.48847 -6.11172
H 0.11566 1.03590 -5.25066
H 1.07780 -0.36200 -5.72226
H 1.40686 0.44336 -4.18347
H -0.20940 -2.87800 -3.43653
H 1.25820 -1.92391 -3.23746
H 0.79864 -2.50977 -4.83786
H -2.09345 -2.95077 -2.67906
H -2.85602 -3.04056 -1.08730
H -1.14841 -2.65621 -1.20010
H -3.71095 -1.16456 -3.55609
H -4.17690 0.16561 -2.48617
H -4.57174 -1.49791 -2.04853
H -1.81280 -0.52366 0.29541
H -3.37632 -1.31068 0.21169
H -3.23662 0.39341 -0.21310
*
```


No. 2
The following is a DFT calculation (wB97M-V/def2-TZVPD) of a structure of composition C23H39CdCl3N3O3SSi in a non-equilibrium geometry.

Values from the calculation:
**Kohn-Sham gap**: 6.05 eV

Geometry as ORCA input:
```
! wB97M-V def2-TZVPD RIJCOSX def2/J DEFGRID3
* xyz -1 1
C -0.74516 4.40781 2.07156
C -0.57463 3.10492 2.77528
H -0.77663 5.24566 2.77422
H -1.66738 4.41193 1.47477
H 0.09118 4.57125 1.37517
C -0.72215 2.90813 4.09977
C -1.01881 3.99246 5.08120
H -0.56212 1.90412 4.50139
H -1.99941 4.45073 4.90325
H -0.26160 4.78903 5.07600
H -1.03631 3.59547 6.09841
Cd 1.61645 -1.14593 -2.06400
Cl 3.53279 0.33652 -1.66443
Cl -0.26795 -2.31780 -3.17558
H 2.20924 -4.13362 -4.75395
H 3.59387 -2.78368 -7.39718
C 1.65786 -3.37289 -5.31543
C 2.89621 -2.01981 -7.01947
N 2.51508 -2.26523 -5.64259
H 0.85959 -2.97783 -4.63872
C 3.27469 -1.77943 -4.64066
O 3.23799 -2.27731 -3.49575
H 3.38138 -1.03844 -7.04790
H 3.87186 -0.89042 -4.89922
H 1.20589 -3.77954 -6.21429
H 2.01985 -2.02016 -7.67109
H -3.24422 0.31190 0.48294
H -2.97672 0.51044 3.08321
C -3.36938 -0.77596 0.55447
C -3.45294 -0.47958 3.03116
N -2.97724 -1.23488 1.87621
H -2.74706 -1.28083 -0.19134
C -2.49374 -2.51346 2.00702
O -2.23817 -3.23477 1.04798
H -3.22307 -1.04972 3.93747
H -2.34053 -2.83125 3.06127
H -4.42439 -1.03672 0.38613
H -4.53813 -0.34215 2.96523
O -1.25941 1.67386 0.99604
C -0.24914 1.92834 1.82985
C -0.05751 -0.48180 2.81102
C 0.51068 0.75527 2.53110
H -1.03431 -0.68278 2.38152
C 0.59855 -1.40220 3.62914
H 0.52514 2.32266 1.14223
C 1.80049 1.01896 2.98090
H 0.09303 -2.33764 3.85704
C 1.88457 -1.13397 4.09923
C 2.49014 0.07931 3.75398
H 2.24511 1.98933 2.73500
H 2.39958 -1.87528 4.70891
H 3.49847 0.28890 4.09820
Si -0.85749 1.64824 -2.13108
Cl -0.11272 -0.04571 -0.74740
C -2.39201 0.91175 -2.95737
C 0.51230 1.93702 -3.43256
C -1.41498 3.25047 -1.40367
H -2.31231 -0.17840 -3.05776
H -2.58510 1.31552 -3.96480
H -3.27457 1.16182 -2.35188
H -2.35615 3.12006 -0.85840
H -1.60012 3.84088 -2.31303
H -0.71586 3.80934 -0.77950
H 1.48798 2.20343 -2.99975
H 0.28616 2.72979 -4.16533
H 0.63284 1.00755 -4.00909
S 2.82495 -3.49313 1.88772
C 1.28560 -4.16540 1.41995
C 0.72934 -3.42104 0.40773
N 1.53792 -2.38774 -0.01930
C 2.62348 -2.24398 0.72264
H 0.84111 -5.04908 1.85018
H -0.24251 -3.59819 -0.05318
H 3.35057 -1.45512 0.56919
*
```


No. 3
The following is a DFT calculation (wB97M-V/def2-TZVPD) of a cluster of 10 separate species, C23H39Cl10FO4 in total in a non-equilibrium geometry.

Values from the calculation:
**Kohn-Sham gap**: 8.93 eV
**SMILES**: Fc1ccccc1.CC(C)=O.CC(C)=O.CC(C)=O.CC(C)=O.ClCCl.ClCCl.ClCCl.ClCCl.ClCCl

Geometry as ORCA input:
```
! wB97M-V def2-TZVPD RIJCOSX def2/J DEFGRID3
* xyz 0 1
F -5.71018 -3.71275 -0.34074
C -4.71814 -3.37510 -1.18566
C -4.28664 -2.06532 -1.22460
C -3.24486 -1.73618 -2.07358
C -2.71599 -2.68948 -2.93313
C -3.20300 -3.99417 -2.92799
C -4.13381 -4.36073 -1.96087
H -4.82347 -1.29882 -0.68031
H -2.87646 -0.71726 -2.07578
H -1.91593 -2.47893 -3.63627
H -2.85653 -4.77409 -3.59013
H -4.42527 -5.39882 -1.84446
C 4.26891 -0.87702 0.41461
Cl 5.94308 -0.32836 0.44854
Cl 4.02068 -2.29652 -0.60316
H 4.00578 -1.13223 1.43136
H 3.63764 -0.08366 0.04842
C -3.68844 1.77075 1.30039
Cl -2.52053 3.06318 0.98546
Cl -4.80041 1.53675 -0.04840
H -3.16554 0.84220 1.48776
H -4.25340 2.06299 2.17579
C -3.53333 -2.53722 3.58925
Cl -2.76216 -1.98809 2.12463
Cl -2.61783 -3.87209 4.34446
H -3.53724 -1.75922 4.34038
H -4.53588 -2.89590 3.40459
C 2.17032 5.96683 -0.25636
Cl 1.24085 4.97467 0.87446
Cl 2.70983 5.01915 -1.66614
H 1.59355 6.79474 -0.64502
H 3.04220 6.32840 0.27308
C 1.90197 -0.42035 -3.62844
Cl 2.75167 0.97937 -4.30204
Cl 0.20418 -0.03213 -3.30648
H 1.94883 -1.20060 -4.37423
H 2.37822 -0.72952 -2.70791
C 4.05371 3.23065 3.70927
C 3.58071 1.95991 3.09308
O 4.06187 1.59183 2.05107
C 2.55289 1.12682 3.81760
H 3.82276 4.04786 3.01750
H 5.13618 3.23208 3.83175
H 3.60059 3.49226 4.66573
H 1.60806 1.65804 3.94104
H 2.95288 0.79225 4.77730
H 2.35385 0.23431 3.22462
C 1.80999 1.29939 0.20805
C 1.03233 0.03094 0.48216
O 1.61660 -1.02434 0.71494
C -0.48059 0.07856 0.46240
H 2.83942 1.10005 0.50061
H 1.39942 2.18276 0.68971
H 1.82083 1.48531 -0.87378
H -0.88622 -0.79492 -0.04599
H -0.81038 0.97609 -0.07727
H -0.94684 0.20888 1.44068
C -0.66510 3.37893 -4.88084
C -1.73293 3.62261 -3.84299
O -2.40265 4.59854 -3.86693
C -1.86787 2.59136 -2.74182
H -0.75608 4.14198 -5.65239
H -0.76632 2.39083 -5.33182
H 0.32431 3.44240 -4.42504
H -2.10807 1.63704 -3.20560
H -2.58560 2.97368 -2.01850
H -0.93033 2.51774 -2.18211
C -0.09894 -4.53126 1.61160
C 1.38796 -4.55286 1.42105
O 1.92286 -5.39703 0.73750
C 2.15250 -3.43557 2.03915
H -0.38467 -3.74589 2.31329
H -0.43612 -5.48117 2.02169
H -0.58024 -4.31913 0.65909
H 3.21292 -3.53155 1.84054
H 1.87707 -3.29200 3.08695
H 1.82659 -2.50189 1.55521
*
```


| no. | calculated total energy (eV) |
| --- | --- |
| 1 | -157240.4397 |
| 2 | -95945.3215 |
| 3 | -160614.5279 |